19
Properties=species:S:1:pos:R:3:forces:R:3 method="wB97M-V/def2-TZVPD" homo_lumo_gap_ha=0.27937 energy_ev=-11401.39615 lumo_ev=4.0 charge=-1
O 0.2470 0.1446 -2.3083 0.48 -0.08 -0.39
C -0.8016 0.1542 -1.6308 -0.13 0.19 0.51
C -1.6205 -1.1230 -1.5278 -0.11 -0.42 -0.17
N -2.7694 -0.9534 -0.6365 -0.07 0.12 -0.05
H -1.4160 1.0712 -1.6379 -0.30 -0.02 -0.02
H -1.9941 -1.4107 -2.5256 0.15 0.19 0.13
H -0.9120 -1.9071 -1.2070 -0.13 0.14 -0.04
H -3.2060 -1.8439 -0.4508 -0.05 -0.15 0.04
H -2.3991 -0.6006 0.2396 0.08 0.02 0.04
C 0.8585 0.1466 0.3652 0.07 -0.20 0.24
O -0.4870 0.2960 0.1186 0.08 0.08 -0.19
C 1.2587 0.9377 1.6082 0.31 -0.14 -0.23
N 2.6734 0.6789 1.9668 -0.06 0.23 0.05
H 1.1656 -0.9127 0.5143 -0.08 0.11 0.08
H 1.4568 0.5034 -0.4858 0.06 0.02 -0.13
H 1.0731 1.9967 1.3832 -0.14 -0.05 0.20
H 0.6410 0.6147 2.4456 -0.12 0.14 0.06
H 3.2400 0.8259 1.1394 0.03 -0.06 -0.11
H 2.9917 1.3816 2.6295 -0.07 -0.12 -0.02